No. 1
A 10-piece molecular cluster, C20H50N10O15 overall at a distorted geometry, computed with ωB97M-V/def2-TZVPD.

Each line ends with the Mulliken charge.
Element x y z (Å)
C -2.954 0.505 -4.509  -0.520
N -3.322 -0.485 -3.433  0.950
O -3.437 0.013 -2.275  -0.483
O -3.411 -1.663 -3.631  -0.564
H -1.904 0.687 -4.366  0.084
H -3.566 1.418 -4.289  0.255
H -3.177 0.063 -5.488  0.295
C 2.037 1.288 -4.900  -0.607
N 1.168 2.394 -4.429  0.852
O 1.249 3.370 -5.153  -0.567
O 0.577 2.221 -3.351  -0.403
H 1.630 0.266 -4.731  0.100
H 3.038 1.461 -4.425  0.280
H 2.252 1.454 -5.937  0.344
C 3.345 -1.821 -1.342  -0.744
N 3.357 -2.875 -2.388  1.075
O 3.607 -2.453 -3.494  -0.581
O 3.081 -3.997 -2.053  -0.571
H 2.595 -2.006 -0.537  -0.014
H 3.179 -0.922 -1.864  0.333
H 4.315 -1.879 -0.937  0.504
C 1.771 2.698 0.504  -0.624
N 3.019 2.155 -0.040  0.888
O 4.016 2.876 -0.014  -0.553
O 3.067 1.006 -0.565  -0.542
H 2.004 3.706 0.899  0.367
H 1.347 2.040 1.253  0.117
H 1.124 2.808 -0.371  0.293
C -0.137 3.587 3.868  -0.801
N -0.506 2.183 3.691  0.975
O -1.714 2.040 3.935  -0.589
O 0.282 1.380 3.289  -0.456
H 0.861 3.753 3.518  0.226
H 0.014 3.706 4.978  0.329
H -0.937 4.176 3.455  0.282
C 2.477 1.779 6.794  -0.745
N 3.302 1.455 5.675  -0.150
C 3.368 2.201 4.525  0.913
C 4.173 1.471 3.470  -1.268
O 2.846 3.292 4.427  -0.664
H 2.168 2.897 6.706  0.219
H 2.882 1.568 7.780  0.336
H 1.456 1.259 6.622  0.222
H 3.825 0.638 5.654  0.162
H 4.088 1.957 2.512  0.198
H 3.885 0.443 3.364  0.388
H 5.304 1.430 3.631  0.387
C -3.740 -1.598 0.881  -0.911
N -2.986 -2.487 -0.080  0.102
C -2.733 -3.865 0.175  0.825
C -2.696 -4.705 -1.114  -0.957
O -2.468 -4.320 1.284  -0.645
H -4.652 -2.070 1.174  0.414
H -4.023 -0.676 0.292  0.208
H -3.179 -1.234 1.761  0.245
H -3.070 -2.232 -1.048  0.074
H -1.840 -5.355 -1.154  0.199
H -2.744 -4.044 -1.969  0.144
H -3.636 -5.258 -1.251  0.353
C 0.046 -2.354 2.198  -0.577
N 0.363 -3.745 2.068  0.007
C 0.358 -4.288 0.870  0.373
C 0.193 -5.769 0.832  -0.998
O 0.485 -3.604 -0.167  -0.595
H 0.067 -2.094 3.253  0.418
H -0.941 -2.072 1.849  -0.017
H 0.705 -1.657 1.718  0.080
H 0.203 -4.332 2.848  0.264
H -0.687 -5.958 0.202  0.046
H 0.047 -6.215 1.823  0.375
H 1.022 -6.311 0.364  0.305
C -3.379 2.587 0.715  -0.542
N -3.052 3.686 -0.160  -0.140
C -1.870 4.309 -0.129  0.672
C -1.724 5.591 -0.963  -1.122
O -0.918 3.894 0.516  -0.549
H -2.746 1.704 0.558  -0.103
H -4.391 2.320 0.504  0.386
H -3.188 2.880 1.736  0.292
H -3.852 4.200 -0.626  0.258
H -1.303 5.270 -1.930  0.235
H -1.102 6.328 -0.431  0.273
H -2.708 6.053 -1.277  0.385
C -0.484 -0.149 -1.332  -0.113
N -0.266 -1.435 -2.034  1.546
C -0.103 -1.556 -3.361  0.768
C 0.294 -2.938 -3.834  -1.725
O -0.205 -0.605 -4.105  -0.680
H -1.113 0.534 -1.902  0.153
H 0.531 0.286 -0.968  0.035
H -1.045 -0.367 -0.334  -0.362
H -0.078 -2.223 -1.412  -0.345
H -0.540 -3.157 -4.586  0.281
H 0.346 -3.689 -3.088  0.247
H 1.161 -2.826 -4.394  0.487

Summary:
Spin multiplicity   1
Structure (SMILES)   C[N+](=O)[O-].C[N+](=O)[O-].C[N+](=O)[O-].C[N+](=O)[O-].C[N+](=O)[O-].CNC(C)=O.CNC(C)=O.CNC(C)=O.CNC(C)=O.CNC(C)=O
Total energy   -2467.790290 hartree
Energy above the lowest of the compared OMol25 structures with the same formula, charge and spin   0.449 eV
Kohn-Sham gap   9.299 eV
Total charge   0

No. 2
One molecule with the formula C4H8N2S at a distorted geometry, computed with ωB97M-V/def2-TZVPD.

Each line ends with the Mulliken charge.
Element x y z (Å)
C -2.315 -1.249 -0.470  -0.641
C -1.877 -0.297 0.373  -0.220
N -0.966 0.697 0.092  -0.487
C 0.306 0.607 -0.040  0.763
C 1.209 1.799 -0.245  -1.102
N 0.912 -0.665 0.102  -0.317
S 2.534 -1.103 -0.085  -0.178
H -1.813 -1.407 -1.440  0.278
H -3.067 -1.949 -0.124  0.265
H -2.287 -0.249 1.384  0.276
H 1.639 1.723 -1.248  0.307
H 0.593 2.691 -0.126  0.299
H 2.039 1.767 0.458  0.325
H 0.201 -1.410 0.173  0.303
H 2.893 -0.955 1.196  0.130

Summary:
Spin multiplicity   1
Structure (SMILES)   C=C/N=C(/C)NS
Total energy   -664.864165 hartree
Energy above the lowest of the compared OMol25 structures with the same formula, charge and spin   1.867 eV
Kohn-Sham gap   9.266 eV
Total charge   0

No. 3
An isolated ion of composition C2FO4S and charge -1 at a distorted geometry, computed with ωB97M-V/def2-TZVPD.

Each line ends with the Mulliken charge.
Element x y z (Å)
C 1.689 -0.043 0.323  0.751
C -1.123 0.719 -0.541  -0.087
O 2.401 0.268 -0.571  -0.531
O 1.258 0.269 1.403  -0.599
O 0.553 -1.215 -0.164  -0.407
O -1.742 -0.581 -0.949  -0.220
F -2.209 1.431 0.117  -0.281
S -0.825 -0.849 0.382  0.374

Summary:
Spin multiplicity   1
Total energy   -875.197132 hartree
Energy above the lowest of the compared OMol25 structures with the same formula, charge and spin   1.918 eV
Kohn-Sham gap   8.237 eV
Total charge   -1

No. 4
C22H29I2N5O2ReS2 as an isolated structure, computed with ωB97M-V/def2-TZVPD.

Each line ends with the Löwdin spin population.
Element x y z (Å)
Re -1.121 -0.573 0.481  2.248
I -0.025 0.210 -4.571  0.004
C -0.460 -1.541 -3.551  0.014
C -0.467 -2.786 -4.235  -0.006
C -0.670 -3.960 -3.566  0.010
I -0.670 -5.740 -4.632  0.002
C -0.876 -3.945 -2.156  -0.001
C -1.035 -5.081 -1.328  0.032
C -1.200 -4.933 0.024  -0.002
C -1.232 -3.653 0.584  0.032
N -1.096 -2.564 -0.163  0.008
C -0.899 -2.698 -1.520  0.012
C -0.692 -1.489 -2.210  0.005
O -0.706 -0.346 -1.468  0.084
H -0.309 -2.797 -5.304  0.000
H -1.016 -6.068 -1.772  0.002
H -1.311 -5.791 0.672  0.000
H -1.391 -3.496 1.641  0.005
S -2.512 -1.010 2.288  0.169
C -1.491 -0.553 3.664  0.052
C -2.067 -0.286 4.905  0.012
C -1.263 0.045 5.980  0.011
C 0.120 0.122 5.828  0.015
C 0.699 -0.138 4.600  0.007
C -0.112 -0.484 3.522  0.049
S 0.622 -0.906 1.962  0.121
H -3.143 -0.343 5.017  0.000
H -1.713 0.244 6.943  0.001
H 0.746 0.384 6.671  0.001
H 1.774 -0.087 4.475  0.000
C -2.892 2.207 -1.426  0.000
N -2.044 3.109 -0.646  0.005
C -2.501 4.505 -0.634  0.001
C -1.193 2.623 0.260  0.012
O -1.347 1.426 0.702  0.084
N -0.210 3.368 0.772  0.008
C 0.389 4.505 0.075  0.001
C 0.430 3.001 2.035  0.001
H -3.107 2.689 -2.378  0.000
H -3.831 2.007 -0.907  0.000
H -2.373 1.278 -1.636  0.001
H -3.590 4.497 -0.636  0.000
H -2.155 5.052 -1.509  0.000
H -2.174 5.009 0.269  0.000
H 0.119 4.495 -0.976  0.000
H 1.472 4.410 0.153  0.000
H 0.099 5.457 0.518  0.000
H -0.086 2.168 2.500  0.000
H 0.408 3.856 2.710  0.000
H 1.472 2.726 1.858  0.000
N 4.678 0.029 -2.500  0.000
C 4.324 -1.312 -1.922  0.000
C 2.805 -1.280 -1.657  0.000
N 2.440 0.059 -1.173  0.000
H 5.601 0.358 -2.225  0.000
H 3.898 0.614 -2.085  0.000
H 4.618 0.047 -3.517  0.000
H 4.884 -1.425 -0.997  0.000
H 4.605 -2.103 -2.610  0.000
H 2.553 -2.071 -0.951  0.000
H 2.268 -1.466 -2.587  0.000
H 1.516 0.320 -1.502  0.000
H 2.435 0.104 -0.159  0.000

Summary:
Spin multiplicity   4
Total energy   -2749.604595 hartree
Energy above the lowest of the compared OMol25 structures with the same formula, charge and spin   0.266 eV
Kohn-Sham gap (spin up / spin down)   6.454 / 6.686 eV
Total charge   +2

No. 5
One molecule with the formula C2H6N6 at a distorted geometry, computed with ωB97M-V/def2-TZVPD.

Each line ends with the Mulliken charge.
Element x y z (Å)
C -0.740 1.961 0.682  -0.595
N -0.804 1.122 -0.499  -0.475
C -0.449 -0.101 -0.641  0.418
N -0.139 -0.441 -1.945  -0.079
N 0.668 -1.725 -1.944  -0.220
N 0.810 -2.044 -0.677  -0.121
N -0.245 -1.276 0.271  0.098
N 0.669 -1.071 1.494  -0.623
H -1.152 3.013 0.229  0.226
H -1.478 1.478 1.510  0.234
H 0.277 2.013 1.107  0.250
H -0.107 -0.077 -2.903  0.266
H 0.880 -2.026 2.250  0.324
H 1.810 -0.825 1.065  0.297

Summary:
Spin multiplicity   1
Structure (SMILES)   C/N=c1/[nH]nnn1N
Total energy   -408.079315 hartree
Energy above the lowest of the compared OMol25 structures with the same formula, charge and spin   5.894 eV
Kohn-Sham gap   8.822 eV
Total charge   0

No. 6
A 2-piece molecular cluster, C3H8NO overall at a distorted geometry, computed with ωB97M-V/def2-TZVPD.

Each line ends with the Mulliken charge.
Element x y z (Å)
C 2.398 0.531 -0.198  -0.048
N 1.873 0.051 0.840  -0.099
H 3.311 0.046 -0.511  0.274
H 2.234 1.567 -0.662  0.273
H 1.067 0.397 1.185  0.255
H 1.872 -0.958 0.853  0.325
C -2.128 -0.333 0.768  -0.659
C -1.908 -0.082 -0.507  0.191
O -0.679 -0.368 -1.168  -0.464
H -3.185 -0.655 1.052  0.208
H -1.393 -0.304 1.567  0.131
H -2.709 0.041 -1.186  0.272
H -0.753 0.066 -2.033  0.341

Summary:
Spin multiplicity   1
Total energy   -248.739116 hartree
Energy above the lowest of the compared OMol25 structures with the same formula, charge and spin   2.634 eV
Kohn-Sham gap   6.659 eV
Total charge   +1